(1)
Formula: C16H24N4O4
Source: the Open Molecules 2025 dataset
Level of theory: ωB97M-V with the def2-TZVPD basis set

```
48
Properties=species:S:1:pos:R:3:forces:R:3
C -2.654 1.227 3.362 1.521 6.914 -6.485
C -1.096 1.260 3.199 -2.440 12.250 7.752
C -0.485 2.263 2.224 3.329 8.077 14.677
C 0.955 2.414 2.208 -4.900 -2.639 6.162
N 1.451 1.341 1.653 7.684 -7.971 4.371
C 1.151 0.789 0.554 -1.772 -1.375 -6.070
C 1.471 -0.472 0.119 0.310 1.128 -2.842
N 1.310 -0.428 -1.338 0.130 0.331 3.487
C 0.661 0.734 -1.505 1.952 -5.212 0.588
N 0.544 1.456 -0.493 0.026 3.038 4.362
C 0.081 0.961 -2.694 -4.849 5.634 -8.374
H 0.795 1.657 -3.357 -1.435 -1.478 1.145
H -0.494 0.349 -3.437 1.783 -1.246 1.162
C -1.220 1.880 -2.459 -0.290 3.560 0.368
H -0.846 2.968 -2.024 -1.191 -2.810 -0.591
H -1.881 2.207 -3.284 1.394 -0.357 -0.980
C -2.390 1.237 -1.627 8.571 -7.799 -8.948
O -2.564 0.028 -1.685 -0.888 -0.017 -1.330
O -2.691 1.825 -0.694 -6.559 6.189 12.253
H -2.510 2.710 -0.453 0.817 1.434 -0.467
C 1.383 -1.558 -2.186 -1.137 -5.757 6.570
H 2.161 -2.348 -1.643 -1.374 2.462 -1.728
H 1.597 -1.388 -3.146 0.744 0.982 -3.571
C -0.005 -2.625 -2.043 2.897 4.124 -5.489
C 0.510 -3.576 -3.260 -7.098 -2.531 2.843
H -0.656 -4.294 -3.306 3.305 1.315 0.058
H 0.275 -3.144 -4.239 1.507 -0.004 0.224
H 1.205 -4.366 -2.918 0.196 0.865 -1.012
C -0.302 -3.082 -0.679 2.707 -5.113 -4.126
H -1.127 -3.801 -0.827 0.396 0.273 1.151
H -0.356 -2.302 -0.107 -1.512 4.329 3.608
H 0.723 -3.472 -0.441 -1.153 -0.901 0.674
H -0.788 -1.945 -2.485 0.259 -0.967 0.458
C 2.356 -1.294 0.756 4.558 -6.754 3.538
O 2.855 -2.415 0.464 -1.329 1.158 -2.047
N 2.769 -1.039 2.075 -7.214 12.678 -6.851
C 2.323 0.416 2.515 -1.294 -4.322 7.519
O 2.338 0.414 3.876 0.087 2.060 -7.609
H 3.204 -1.489 2.715 3.657 -4.150 4.912
H 1.347 3.113 1.765 3.093 8.441 -4.503
H 1.242 2.458 3.245 0.448 -0.049 0.489
H -1.025 2.023 1.602 -8.516 -3.050 -13.477
H -0.942 3.412 2.751 1.144 -3.157 -1.990
H -0.833 0.424 3.064 4.066 -11.919 -2.046
H -0.577 1.592 4.408 -1.561 -1.294 -3.413
H -3.015 0.522 3.906 -1.990 -4.360 3.843
H -3.117 1.086 2.305 0.797 -0.229 1.350
H -3.135 2.271 3.561 1.123 -1.780 0.386
```
Forces are in eV/Å.

## Properties
HOMO in eV: -8.317
Gap between HOMO and LUMO in eV: 8.3189
Multiplicity: 1
ΔE to the lowest compared entry with this formula, charge and spin in kJ/mol: 1797.9
Electronic energy in Eh: -1143.51329

(2)
Formula: C16H24N5
Source: the Open Molecules 2025 dataset
Level of theory: ωB97M-V with the def2-TZVPD basis set

```
45
Properties=species:S:1:pos:R:3:forces:R:3
C 4.782 -1.745 1.297 0.104 -0.213 0.742
N 3.976 -1.360 0.144 -1.582 0.229 0.070
C 4.683 -1.040 -1.090 0.213 0.200 -0.460
C 2.655 -1.264 0.257 0.943 -0.400 0.336
C 1.791 -0.839 -0.763 -0.860 0.368 -0.647
C 0.405 -0.888 -0.678 1.395 -1.123 -0.389
C -0.449 -0.577 -1.808 -0.372 0.368 -0.807
C -1.726 -1.176 -1.941 0.383 0.124 0.405
C -2.544 -0.887 -3.025 0.147 0.115 -0.213
C -2.113 0.007 -4.018 0.151 -0.164 0.492
C -0.846 0.596 -3.916 0.157 -0.068 0.167
C -0.016 0.303 -2.836 -0.272 -0.338 0.168
H 5.822 -1.852 0.979 -0.288 -0.048 0.202
H 4.722 -0.987 2.089 0.083 -0.106 -0.298
H 4.423 -2.692 1.719 0.146 0.166 -0.196
H 5.738 -1.288 -0.935 -0.336 0.122 -0.237
H 4.294 -1.622 -1.935 0.078 0.069 0.290
H 4.599 0.027 -1.339 0.022 -0.248 0.155
H 2.234 -1.588 1.220 0.219 0.210 -0.333
H 2.235 -0.514 -1.710 -0.148 -0.104 0.434
H -0.061 -1.354 0.205 0.111 0.329 -0.232
H -2.035 -1.900 -1.182 -0.057 0.332 -0.205
H -3.523 -1.361 -3.102 0.281 0.121 0.001
H -2.761 0.241 -4.863 0.191 -0.065 0.243
H -0.500 1.289 -4.684 -0.125 -0.218 0.216
H 0.981 0.741 -2.770 -0.396 0.088 -0.069
N -2.853 -3.545 1.995 0.993 3.003 -0.083
N -2.434 -2.478 1.930 -0.687 -3.051 -0.120
N -1.843 -1.405 1.759 -0.315 -0.469 0.181
C -2.530 -0.271 2.383 -0.443 1.102 0.383
C -1.638 0.957 2.224 0.490 -0.235 1.304
C -2.288 2.265 2.730 0.027 -0.463 -0.348
C -1.811 3.345 1.739 0.239 -0.059 0.116
C -1.243 2.593 0.518 -0.034 0.501 -0.552
N -1.302 1.209 0.879 -0.527 -0.368 -0.958
H -3.504 -0.058 1.896 0.423 -0.269 0.112
H -2.701 -0.429 3.466 0.036 -0.173 -0.436
H -0.720 0.755 2.821 -0.247 0.022 0.098
H -3.380 2.168 2.691 0.184 0.025 0.108
H -1.978 2.469 3.758 -0.209 0.032 -0.149
H -2.636 3.995 1.451 0.193 0.078 0.073
H -1.019 3.944 2.194 -0.186 0.092 -0.046
H -1.861 2.787 -0.374 0.197 0.008 0.136
H -0.218 2.920 0.274 -0.181 0.061 0.124
H -0.808 0.511 0.352 -0.142 0.420 0.223
```
Forces are in eV/Å.

## Properties
HOMO in eV: -10.632
Gap between HOMO and LUMO in eV: 5.8430
Multiplicity: 1
ΔE to the lowest compared entry with this formula, charge and spin in kJ/mol: 354.7
Charge: +1
Electronic energy in Eh: -897.52304

(3)
Formula: C16H24O2
Source: the Open Molecules 2025 dataset
Level of theory: ωB97M-V with the def2-TZVPD basis set

```
42
Properties=species:S:1:pos:R:3:forces:R:3
O 2.157 3.406 1.607 0.165 -0.384 -0.624
O 1.220 1.880 3.011 1.169 0.775 0.499
C 1.983 2.958 2.701 -1.249 -0.200 -0.681
C 2.634 -2.128 -0.915 -2.400 2.140 0.550
C 1.605 -1.219 -0.781 2.366 -2.334 -0.068
C -1.471 -0.304 0.261 0.652 -1.235 -1.195
C -0.955 -0.799 -0.908 -1.218 1.845 3.911
C -0.971 0.949 -2.741 -0.554 0.495 0.437
C -2.652 -1.022 -2.828 0.745 -0.320 0.340
C -1.559 1.256 2.951 0.027 0.070 -0.257
C 1.874 0.156 -0.233 0.828 -0.397 0.250
C -1.001 -0.848 1.613 0.538 1.327 -1.481
C -1.288 -0.480 -2.316 0.096 -0.674 -1.141
C 1.842 0.226 1.316 0.736 -0.229 0.021
C -0.436 0.291 2.495 -0.692 0.255 -0.264
C -0.130 -1.448 -2.646 0.122 -1.431 -1.734
C 0.756 1.092 1.921 -1.489 -0.662 -0.859
C 0.244 -1.703 -1.184 -1.305 1.032 0.363
H 2.345 3.496 3.548 0.263 -0.076 1.265
H 2.429 -3.127 -1.222 -0.056 -0.605 -0.248
H 3.626 -1.869 -0.638 0.785 0.191 0.054
H -2.279 0.457 0.280 0.501 -0.614 -0.233
H -1.042 1.072 -3.813 -0.141 -0.065 -0.403
H -1.682 1.650 -2.274 0.168 -0.162 -0.165
H 0.031 1.289 -2.464 -0.063 -0.294 0.140
H -3.498 -0.417 -2.521 -0.105 0.259 0.068
H -2.636 -1.095 -3.927 -0.049 0.005 0.351
H -2.796 -2.032 -2.389 0.018 0.512 -0.410
H -1.330 1.684 3.928 0.023 0.006 -0.094
H -2.557 0.771 3.033 0.675 0.236 -0.195
H -1.606 2.097 2.234 -0.293 -0.334 0.304
H 1.187 0.852 -0.628 -0.933 0.849 -0.459
H 2.864 0.513 -0.560 -0.300 -0.366 0.012
H -0.244 -1.628 1.413 -0.364 0.223 0.293
H -1.868 -1.270 2.105 -0.003 -0.271 0.334
H 2.798 0.665 1.625 -0.116 -0.272 0.077
H 1.798 -0.803 1.698 0.107 0.343 0.156
H -0.046 -0.204 3.345 0.478 -0.493 1.231
H -0.408 -2.402 -3.150 -0.068 0.697 0.145
H 0.655 -1.006 -3.229 0.516 0.252 -0.318
H 0.381 1.761 1.142 0.016 0.139 0.040
H 0.028 -2.718 -0.861 0.402 -0.232 -0.010
```
Forces are in eV/Å.

## Properties
HOMO in eV: -8.835
Gap between HOMO and LUMO in eV: 9.6960
Multiplicity: 1
ΔE to the lowest compared entry with this formula, charge and spin in kJ/mol: 179.4
Electronic energy in Eh: -774.47519

(4)
Formula: C16H25Al2BBeBrCl4F12N3O13S2
Source: the Open Molecules 2025 dataset
Level of theory: ωB97M-V with the def2-TZVPD basis set

```
80
Properties=species:S:1:pos:R:3:forces:R:3
O 7.001 0.071 -1.732 -0.190 -0.219 -0.389
C 6.878 1.199 -1.403 0.776 -1.208 0.279
F 7.347 2.166 -2.192 -0.215 0.839 0.044
C 6.215 1.597 -0.131 -0.516 0.571 0.190
C 4.825 2.246 -0.356 0.405 0.304 0.419
C 4.249 1.942 -1.721 0.007 -0.386 0.226
N 2.781 2.223 -1.842 -0.559 -0.166 1.444
C 2.184 1.397 -0.792 -0.349 -0.536 -0.035
N 1.532 0.334 -1.165 0.585 -0.297 -0.044
S 0.526 -0.544 -0.078 -0.867 0.090 0.494
N 2.415 1.824 0.418 0.267 -0.675 0.448
C 3.854 1.852 0.789 -0.306 0.583 0.024
H 6.110 0.691 0.447 -0.023 -0.321 -0.012
H 6.804 2.280 0.470 0.310 0.162 -0.138
H 4.985 3.318 -0.294 -0.284 0.267 -0.172
H 4.634 2.614 -2.510 1.596 0.410 -0.330
H 4.398 0.911 -2.040 0.168 -0.201 -0.087
H 2.629 3.193 -1.483 -0.376 0.352 0.389
H 1.644 0.012 -2.118 -0.648 0.116 -0.287
H 1.120 -1.749 -0.075 0.407 0.088 -0.411
H 1.994 2.869 0.518 -0.392 0.453 0.435
H 4.100 0.919 1.282 0.134 -0.345 -0.275
H 3.946 2.626 1.544 -0.094 0.104 0.206
Br 1.319 4.553 0.606 0.360 -0.100 -0.518
F -1.719 -2.357 -2.501 0.451 -0.007 0.173
Al -2.663 -3.082 -1.322 -1.062 0.819 -0.886
F -4.252 -2.688 -1.526 -0.149 0.010 0.097
F -2.086 -2.552 0.209 0.645 -0.614 0.039
F -2.428 -4.770 -1.341 0.920 -0.047 0.945
Al -0.785 -4.748 0.423 -0.247 -0.535 -0.398
C -8.331 -2.443 2.666 0.028 0.051 0.007
O -6.995 -2.718 2.237 -0.008 -0.054 -0.010
C -6.065 -1.982 2.829 -0.135 -0.098 -0.101
O -6.252 -1.136 3.663 0.026 0.128 0.113
O -4.878 -2.338 2.337 0.217 -0.072 -0.040
C -3.782 -1.619 2.892 0.240 0.088 0.072
H -8.979 -3.100 2.109 0.239 -0.178 -0.182
H -8.441 -2.644 3.730 0.034 0.095 0.024
H -8.599 -1.412 2.443 0.054 0.046 0.090
H -3.710 -1.787 3.965 -0.109 0.092 0.032
H -3.875 -0.554 2.684 -0.085 0.036 0.104
H -2.884 -1.990 2.411 -0.085 -0.133 -0.133
B 2.119 -7.952 -0.115 -0.060 -0.211 0.023
F 2.284 -6.541 -0.149 -0.085 0.694 -0.010
F 0.891 -8.208 0.538 -0.195 0.083 0.061
F 2.080 -8.437 -1.421 -0.042 -0.004 -0.121
F 3.175 -8.521 0.593 0.060 -0.009 0.093
C -11.720 -2.810 2.930 -0.201 -0.043 0.104
O -12.705 -2.811 3.651 0.054 0.020 -0.016
O -11.052 -3.821 2.601 -0.168 0.356 0.036
O -11.208 -1.792 2.404 -0.085 -0.199 -0.010
Be 3.215 2.487 -3.289 -0.346 0.204 -1.982
C 11.136 1.013 -1.151 0.078 -0.014 -0.081
Cl 10.426 0.259 -2.577 -0.028 -0.006 -0.013
Cl 10.021 0.840 0.219 -0.082 0.000 0.083
Cl 12.659 0.229 -0.758 -0.006 0.004 0.019
Cl 11.410 2.729 -1.461 -0.019 0.037 0.002
C 2.813 7.858 -0.761 0.252 -0.162 0.078
C 3.075 8.423 -2.136 -0.458 0.066 0.170
O 4.481 8.408 -2.456 -0.040 -0.133 -0.145
C 4.994 7.242 -2.806 0.222 0.469 0.121
O 4.407 6.188 -2.900 -0.169 -0.437 -0.007
O 6.293 7.422 -3.041 -0.069 -0.112 -0.016
C 7.016 6.237 -3.363 0.168 -0.077 -0.073
H 3.410 8.372 -0.007 -0.066 0.118 -0.029
H 1.760 7.957 -0.503 -0.017 0.008 -0.013
H 3.073 6.803 -0.723 -0.103 -0.044 0.014
H 2.775 9.467 -2.183 0.229 0.069 -0.065
H 2.514 7.888 -2.901 0.129 -0.108 -0.054
H 6.550 5.706 -4.190 -0.056 -0.019 0.017
H 7.088 5.590 -2.489 -0.046 -0.050 -0.011
H 8.012 6.552 -3.657 -0.014 0.106 0.036
C -12.530 -8.494 2.132 -0.003 -0.038 -0.003
F -11.626 -9.236 1.502 0.112 -0.058 -0.069
F -13.639 -8.457 1.399 -0.115 0.033 -0.076
F -12.809 -9.061 3.301 -0.024 -0.034 0.135
S -11.887 -6.798 2.390 0.062 0.052 0.000
O -11.623 -6.291 1.063 -0.005 -0.042 -0.215
O -10.695 -6.965 3.190 0.146 -0.074 0.093
O -12.947 -6.097 3.076 -0.181 0.043 0.075
```
Forces are in eV/Å.

## Properties
HOMO in eV: -8.651
Gap between HOMO and LUMO in eV: 0.7740
Multiplicity: 1
Electronic energy in Eh: -8701.05132